This record from the OMol25 dataset describes 8 unconnected molecules or ions with the total composition C27H62F8N8O17S8 in a non-equilibrium geometry. The level of theory is ωB97M-V with the def2-TZVPD basis set.

Properties
Total charge: 0
2S+1: 1
Gap between HOMO and LUMO in Eh: 0.24972
E_LUMO in Eh: -0.042
Total energy in hartree: -6767.041475
ΔE to the lowest compared entry with this formula, charge and spin in kcal/mol: 120.6

```
130
Properties=species:S:1:pos:R:3:mulliken_charge:R:1
C -0.246 4.474 3.003 -1.050
C -0.025 3.054 3.560 0.874
O -0.612 2.579 4.502 -0.539
N 1.044 2.243 2.895 1.249
H 0.755 1.949 1.973 0.095
H 1.826 2.861 2.730 0.347
C 1.470 0.962 3.642 -0.632
H -1.015 4.879 3.661 0.343
H -0.511 4.362 1.951 0.278
H 0.695 4.994 3.182 0.355
H 0.708 0.738 4.388 0.354
H 2.348 1.355 4.154 0.355
H 1.638 0.137 2.950 0.129
C -2.713 -2.912 -0.220 -1.383
C -2.083 -4.208 -0.720 0.799
C -3.102 -5.304 -0.655 -1.211
N -2.437 -6.711 -0.947 0.470
C -1.281 -7.023 0.041 -1.090
C -2.030 -6.641 -2.460 -0.598
C -2.300 -8.074 -2.934 -0.688
C -3.645 -8.439 -2.307 -0.541
C -3.504 -7.891 -0.904 -0.468
H -3.257 -3.074 0.711 0.395
H -3.409 -2.395 -0.881 0.423
H -1.798 -2.331 -0.112 0.050
H -1.180 -4.405 -0.143 -0.245
H -1.972 -3.997 -1.784 0.130
H -3.901 -5.207 -1.391 0.408
H -3.394 -5.320 0.395 0.489
H -0.977 -8.048 -0.172 0.460
H -1.532 -6.902 1.095 0.302
H -0.432 -6.360 -0.127 0.387
H -0.951 -6.499 -2.517 0.157
H -2.636 -5.951 -3.047 0.481
H -1.454 -8.631 -2.531 0.300
H -2.201 -8.172 -4.016 0.468
H -3.595 -9.504 -2.076 0.300
H -4.461 -8.197 -2.987 0.385
H -3.300 -8.662 -0.161 0.379
H -4.374 -7.293 -0.631 0.255
C -7.150 2.480 -1.912 -1.542
C -6.602 2.815 -0.571 -0.308
C -5.410 2.086 -0.006 -0.197
N -5.396 2.273 1.576 0.186
C -5.525 3.692 2.057 -0.915
C -4.187 1.498 2.041 -0.755
C -4.453 1.151 3.504 -0.518
C -5.927 1.015 3.721 -0.707
C -6.454 1.388 2.246 -0.624
H -6.542 2.676 -2.795 0.373
H -7.932 3.196 -2.163 0.371
H -7.335 1.411 -2.020 0.375
H -7.492 2.749 0.055 0.196
H -6.341 3.873 -0.578 0.366
H -4.479 2.496 -0.396 0.340
H -5.390 1.022 -0.244 0.358
H -6.561 3.982 1.887 0.370
H -4.796 4.293 1.515 0.380
H -5.027 3.849 3.013 0.354
H -3.321 2.153 1.942 0.506
H -4.004 0.565 1.508 0.145
H -3.977 1.925 4.106 0.269
H -3.887 0.233 3.662 0.460
H -6.266 1.750 4.452 0.327
H -6.117 -0.010 4.038 0.307
H -7.359 1.989 2.153 0.541
H -6.501 0.503 1.611 0.308
C 3.584 0.146 -4.783 -1.427
C 4.158 -0.247 -3.456 -0.497
C 3.472 0.394 -2.212 -0.043
N 4.355 0.759 -0.990 0.565
C 5.118 2.083 -1.182 -0.976
C 5.287 -0.292 -0.538 -0.664
C 5.619 -0.020 0.869 -1.165
C 4.328 0.674 1.411 -0.175
C 3.432 0.891 0.232 0.458
H 3.895 -0.431 -5.654 0.427
H 3.787 1.203 -4.959 0.322
H 2.522 -0.087 -4.860 0.308
H 5.241 -0.176 -3.363 0.340
H 3.993 -1.323 -3.491 0.215
H 2.563 -0.147 -1.948 0.303
H 3.115 1.387 -2.483 0.185
H 5.501 2.483 -0.243 0.265
H 4.517 2.897 -1.588 0.163
H 6.024 2.040 -1.787 0.419
H 6.111 -0.266 -1.251 0.622
H 4.756 -1.233 -0.680 0.424
H 6.549 0.544 0.936 0.302
H 5.798 -1.024 1.256 0.458
H 4.607 1.513 2.048 -0.425
H 3.744 -0.099 1.910 0.739
H 2.891 1.835 0.176 -0.085
H 2.674 0.108 0.219 0.023
N 2.562 -4.685 1.247 -0.420
S 1.979 -3.886 0.148 0.944
O 1.222 -4.654 -0.879 -0.610
O 2.751 -2.720 -0.253 -0.222
F 0.725 -3.269 1.087 -0.394
S 3.554 -5.618 0.220 1.076
O 4.518 -4.936 -0.634 -0.548
O 2.888 -6.820 -0.246 -0.590
F 4.493 -6.112 1.472 -0.295
N 2.966 6.347 -3.588 -0.317
S 3.903 5.421 -2.871 1.025
O 4.511 5.987 -1.730 -0.576
O 4.562 4.277 -3.493 -0.617
F 2.697 4.686 -2.201 -0.044
S 4.271 7.047 -4.386 1.034
O 4.880 6.254 -5.479 -0.593
O 5.070 8.075 -3.744 -0.587
F 3.367 7.904 -5.383 -0.292
N 3.289 3.825 2.729 -0.394
S 4.419 4.451 1.877 0.852
O 5.652 3.668 1.727 -0.598
O 4.533 5.869 1.923 -0.575
F 3.669 4.230 0.418 -0.152
S 4.251 3.788 4.134 0.959
O 4.891 4.969 4.622 -0.539
O 5.085 2.626 4.420 -0.607
F 3.001 3.571 5.216 -0.335
N -0.008 1.498 0.387 -0.430
S -0.594 0.330 -0.321 0.590
O 0.186 -0.561 -1.284 -0.482
O -2.086 0.402 -0.483 -0.613
F -0.492 -0.565 1.003 -0.377
S -0.148 2.521 -0.954 0.981
O -1.387 3.280 -1.094 -0.562
O 0.502 2.143 -2.231 -0.562
F 0.953 3.556 -0.485 -0.150
```